Molecular formula: C74H169N17O14
Method: DFT, ωB97M-V with the def2-TZVPD basis set

Each line ends with the Löwdin charge.
CARTESIAN COORDINATES (ANGSTROEM)
H (-0.95676, 4.85891, 0.03922)  0.056
H (1.86949, 2.42991, 10.05065)  0.097
H (-0.70447, -3.18190, -1.45675)  0.098
C (6.95631, 0.09980, 1.83774)  -0.498
H (0.61606, 8.23662, 1.45358)  0.115
H (1.37382, -2.72633, -2.64285)  0.074
H (3.07583, -0.51556, 0.33639)  0.065
C (-6.38553, -6.39382, -3.99600)  -0.143
C (2.22243, -1.90772, 5.66011)  -0.484
H (-4.59094, -3.23066, -8.26542)  0.095
H (-2.95583, -5.56360, 3.50533)  0.095
H (-1.52009, -0.94086, 2.09667)  0.071
C (3.08414, 6.77102, 1.34647)  -0.521
H (-0.41676, 3.26043, 5.19540)  0.079
C (-6.66014, -4.56608, -0.66088)  0.001
H (1.56122, 5.30163, -1.23047)  0.124
H (-3.81461, -8.10312, -2.62898)  0.063
H (-4.14096, -2.87557, -2.38193)  0.068
H (-0.59103, 4.58602, 6.36492)  0.093
H (-6.67230, -2.21072, -7.78077)  0.100
H (5.69424, 0.95274, -1.73020)  0.084
H (4.87833, 6.12356, 0.49573)  0.122
C (3.68952, 3.27695, -3.69302)  -0.022
H (0.37877, 1.08463, -5.09846)  0.089
H (1.39340, -3.96152, 5.63983)  0.095
N (-5.37584, 1.98381, 0.66891)  0.173
C (-1.31199, 0.95623, 0.26946)  -0.001
H (2.72434, 1.11347, 8.25277)  0.113
C (-1.80401, -0.62428, -6.19092)  -0.007
C (-5.50609, 0.75593, 0.16816)  -0.712
H (2.48978, 4.01716, 10.52977)  0.094
H (1.14937, -0.35276, -4.51581)  0.098
C (3.52488, 8.24302, 1.27894)  -0.036
H (1.57789, 4.03461, 2.33410)  0.053
C (3.27891, 1.75620, 6.33121)  -0.173
H (8.67549, -0.91842, 0.98822)  0.079
C (-4.80812, -1.38448, -7.10053)  -0.542
C (-4.83005, -3.25994, -1.61137)  -0.057
H (-1.82113, -6.27179, 2.38037)  0.084
H (7.05885, 1.66329, 3.33061)  0.123
C (-0.15344, 0.04919, 0.77108)  -0.509
H (-5.82257, 2.13161, 1.56787)  0.120
H (4.21179, -2.39353, 4.95768)  0.099
H (7.18780, 2.27751, 1.69516)  0.118
H (4.22427, 0.97964, -7.39200)  0.102
C (-0.69327, -1.18959, 1.47069)  -0.124
C (1.43397, 3.48134, 6.38347)  -0.508
H (3.22881, 0.91943, -4.06152)  0.122
C (-6.24552, -1.87972, -6.79965)  -0.035
C (0.57259, 0.84538, 1.80565)  -0.038
H (-1.65904, -1.23094, -5.27183)  0.071
H (3.15206, 3.38516, -2.77338)  0.051
C (-5.76641, -4.38818, -1.95677)  -0.476
H (4.50708, 3.51954, -6.76804)  0.097
H (-8.09993, -5.51430, -3.01262)  0.114
H (-4.81345, -1.76616, 2.00521)  0.077
H (3.98255, 1.17221, -1.49861)  0.069
H (-2.60882, 0.37532, 2.89130)  0.047
H (-5.38837, -0.79073, -9.04329)  0.132
H (-1.05955, 0.16404, -6.19958)  0.052
H (2.98543, -0.23507, -6.08664)  0.117
H (1.87875, 4.66964, -5.21384)  0.076
H (-6.27109, -2.68226, -6.08856)  0.051
H (-4.16646, 1.73284, -6.83356)  0.116
C (4.08672, 4.31015, 8.09310)  0.006
C (2.75546, 3.10179, 9.93773)  -0.042
H (-2.44500, 1.68560, -7.21395)  0.126
N (-4.35163, -0.75262, -5.87229)  -0.072
C (-3.78879, 0.51639, -8.46480)  -0.162
C (3.82366, 6.09457, 0.26285)  -0.175
C (2.59623, 2.74873, -4.65411)  -0.512
C (2.10051, 0.34633, -6.30271)  -0.114
H (-0.18353, 0.03724, -2.67442)  0.062
N (3.23561, 2.46229, -5.93150)  -0.085
C (-4.26401, -7.57852, -3.44317)  -0.015
H (-3.18486, -2.12188, -8.16317)  0.061
H (4.52973, 6.46749, 2.98507)  0.091
H (2.58997, -1.19034, 6.37842)  0.109
C (1.65412, -1.90122, -2.00176)  -0.020
H (2.16955, -1.15403, -2.60961)  0.073
H (3.71735, 2.34762, -8.57859)  0.094
H (2.34924, -2.34993, -1.27773)  0.077
H (2.74448, 6.74680, 3.38342)  0.086
C (4.09758, -0.68542, 0.67460)  -0.050
H (-7.85639, -5.07226, -4.64900)  0.110
C (-6.20818, -7.74969, -1.81188)  -0.004
C (-0.55994, -0.91951, -2.36846)  -0.032
O (0.91364, 7.45858, 1.94493)  -0.035
H (-3.20176, -4.69203, -3.70532)  0.070
H (3.70391, 2.62671, 10.28106)  0.095
H (-1.63176, -5.60697, -2.21876)  0.086
H (4.04121, -0.84083, 1.80139)  0.097
C (-5.49941, -6.80591, -2.82670)  -0.519
H (1.92532, 2.11130, 4.76389)  0.122
O (4.62412, -3.86638, 2.24677)  0.026
N (-1.41484, -3.79208, 4.02139)  0.199
C (4.80143, 1.76408, 0.75182)  -0.156
H (-7.21835, -3.14011, -3.03366)  0.139
C (3.48621, -4.23068, 2.40366)  -0.719
C (3.48529, 6.17641, 2.77362)  -0.002
C (1.50036, 3.81490, -4.71603)  -0.003
H (-0.16171, 3.93117, 1.85144)  0.076
H (3.55723, -0.86888, 4.32311)  0.039
H (-5.49347, -2.40671, -1.44686)  0.066
H (3.06567, 4.62283, 5.34144)  0.066
N (-4.33704, -2.41512, 2.60420)  0.194
C (-1.25281, -2.27079, 0.48461)  -0.144
H (-3.57573, -3.18307, -6.84726)  0.075
H (6.41606, -1.92470, 0.15977)  0.103
C (-2.83347, 1.11405, 4.86773)  -0.537
H (0.55504, -3.32024, -0.15250)  0.105
H (3.26527, 5.09609, 2.83695)  0.051
C (3.00475, 3.19284, 8.42028)  -0.517
C (8.47866, -0.02160, 1.57654)  -0.038
C (4.83778, 0.45931, -1.33169)  -0.013
H (-3.48859, -6.91962, -3.79169)  0.060
H (1.45588, -4.09934, 2.01453)  0.067
H (-3.31739, -2.47632, 2.63439)  0.089
H (1.79797, 5.56219, 6.16592)  0.070
H (-5.88632, -3.71227, -3.99300)  0.103
H (-4.91355, -0.34157, -1.50609)  0.072
C (2.00638, 4.71968, 5.54792)  -0.006
H (1.13353, 1.32115, 6.19927)  0.117
N (1.64450, 6.68598, 1.02312)  -0.090
H (4.48871, 2.52766, -3.57878)  0.085
H (-2.64944, -0.83451, 5.75138)  0.094
H (3.18586, 8.64165, 0.33431)  0.082
H (4.59194, 1.06724, 2.64263)  0.096
C (-1.06530, -4.91931, 3.45170)  -0.703
O (1.07180, -1.32844, 5.04079)  -0.067
N (1.69466, 3.44826, 7.78392)  -0.069
O (-4.19479, -3.81732, 4.42197)  -0.056
H (1.22749, 0.21469, 2.38081)  0.067
H (-6.07637, -4.57043, 0.25432)  0.070
O (-0.22455, -3.95575, -4.32381)  -0.008
H (-7.32197, -5.39719, -0.76752)  0.047
H (-3.58200, 1.30759, 6.63890)  0.094
H (1.16361, 1.64411, 1.31152)  0.082
H (3.89266, 4.24146, -0.84593)  0.107
H (-6.94894, -7.26851, -4.37184)  0.128
H (-0.08014, 1.38972, 2.51222)  0.092
N (-5.91955, -2.47643, 4.28073)  0.157
H (-4.43759, -6.37733, -0.69705)  0.092
C (0.39757, -1.42083, -1.28301)  -0.451
C (3.33367, -1.85489, 4.61376)  -0.043
H (4.27523, -1.66510, 0.28898)  0.070
N (-2.00221, -5.86604, 3.25348)  0.176
C (-3.36890, 1.08715, -7.15577)  -0.164
C (-6.57604, -4.03296, -3.20125)  -0.152
H (2.13105, 0.79281, -1.01526)  0.045
C (3.45033, 1.41380, -8.05088)  -0.051
H (2.59989, -3.12043, 1.01038)  0.069
C (-4.00684, -2.56705, -7.62122)  -0.007
N (0.82946, -0.40727, -0.25376)  -0.045
H (-1.55652, 0.47929, 6.36592)  0.070
H (-4.92606, 1.39495, -1.68468)  0.101
H (-4.51926, -1.21479, -4.11466)  0.086
C (0.69344, 4.56148, 2.05440)  -0.029
H (-6.72089, -2.13894, 3.71169)  0.131
H (3.77841, 6.56919, -0.72032)  0.130
C (1.89650, -3.18690, 6.28709)  -0.048
H (4.98505, 2.86192, 2.67606)  0.110
C (-0.24181, -2.69525, -0.59299)  -0.091
H (-1.71237, -1.31125, -7.05296)  0.085
O (-3.99668, -5.86395, -1.39806)  -0.047
H (5.34408, 2.53575, 0.22725)  0.119
H (0.40473, 2.62390, -6.83324)  0.045
O (-4.12129, -1.70508, -4.83386)  -0.037
H (1.48176, -0.22269, -7.07858)  0.140
N (-4.91768, -5.54449, -2.39329)  -0.116
H (1.39675, 4.73099, 4.65077)  0.044
C (-5.04482, -0.30394, -8.11163)  -0.151
H (4.65534, 3.98981, 7.20703)  0.075
H (-5.84367, 0.35835, -7.78499)  0.123
H (3.33832, 4.05270, 0.82458)  0.077
N (6.44393, 0.08533, 0.46576)  -0.087
O (-3.88332, 1.39853, 5.72475)  -0.034
C (-4.83405, -2.97595, 3.71607)  -0.676
H (8.73414, 0.84054, 0.91746)  0.092
H (2.83560, -3.58861, 6.61977)  0.078
H (-6.26490, -8.70821, -2.30767)  0.083
C (6.45920, -1.04101, 2.79549)  0.007
H (1.14030, 4.11742, -3.74923)  0.075
H (3.96075, 2.36615, 5.75461)  0.102
H (-4.16995, 1.37189, -9.08614)  0.131
C (2.22649, 1.38652, -4.07225)  -0.135
H (-5.49691, -7.86840, -0.95361)  0.089
N (2.40036, -3.81453, 1.70271)  0.187
C (-7.31532, -5.21343, -3.72221)  -0.186
H (3.53209, 5.22606, 7.91359)  0.073
H (4.63962, 8.26266, 1.28240)  0.097
H (-2.31168, 2.07166, 4.66534)  0.127
H (9.02253, 0.15743, 2.49576)  0.078
C (3.31145, 4.71900, -0.03253)  -0.184
C (1.35452, 0.59550, -5.02719)  -0.199
C (6.67457, 1.53261, 2.31154)  -0.132
H (0.75869, 1.74596, -8.25445)  0.097
H (5.92009, -1.71909, 2.15202)  0.036
N (3.27806, -5.13048, 3.42778)  0.163
H (0.16325, -1.54657, 2.03164)  0.106
O (3.61498, 3.71690, -6.49690)  -0.032
H (-3.84616, 1.44144, -4.35250)  0.082
H (-0.48231, 2.90435, 6.91578)  0.086
H (-7.18566, -7.37407, -1.50545)  0.072
H (-0.67088, -1.54515, -3.24938)  0.069
H (-0.61381, -3.20127, 4.06178)  0.083
H (-2.01361, 0.48648, -0.42942)  0.053
H (3.03581, 0.64358, -8.71510)  0.095
H (-2.99364, 0.01331, -8.96809)  0.101
H (2.51646, -5.74869, 3.18460)  0.085
H (-1.17039, -0.30648, 4.79653)  0.060
H (1.26171, -3.01358, 7.17910)  0.093
C (1.87813, 2.06562, 5.86929)  -0.119
O (6.73414, -1.10698, -0.28524)  -0.041
H (-0.01869, -5.76992, -2.80994)  0.096
N (-2.40711, -4.09528, -3.89371)  0.186
H (-6.21459, -3.08620, 5.05349)  0.123
C (1.80259, 4.70568, -0.31976)  -0.118
N (-4.90364, 0.57523, -1.07017)  0.150
H (0.65486, 3.37034, -5.20408)  0.047
C (5.00249, 0.34509, 0.19985)  -0.512
C (-1.16397, -4.57141, -3.78938)  -0.672
H (-0.84808, 1.79383, -0.18585)  0.064
H (-0.95940, 6.14945, 1.12482)  0.074
H (1.86067, 1.42504, -3.04403)  0.102
C (3.41588, 1.84159, 7.85547)  -0.134
O (1.18128, 0.77514, -0.94115)  -0.063
H (1.55817, 3.66389, -0.54011)  0.110
H (-4.74826, 2.64963, 0.26051)  0.106
H (1.28462, -0.56748, 4.50843)  0.043
H (-1.83908, 1.09799, 1.24157)  0.071
H (3.71716, 1.95737, 0.64118)  0.106
C (2.47903, 1.72002, -6.98153)  -0.535
C (-3.40805, 0.71868, 3.56780)  -0.063
H (-5.68240, -6.12770, -4.83668)  0.136
H (4.12813, 4.18387, -4.09986)  0.085
H (-2.11041, -3.57340, 4.71868)  0.095
H (4.56685, -0.45762, -1.86831)  0.090
H (-6.82661, -1.05300, -6.36572)  0.090
O (0.04210, -5.04190, 2.92172)  -0.018
H (-2.75112, 0.31428, -3.76648)  0.057
C (-0.44191, 5.74022, 0.28174)  -0.028
H (-7.25835, -3.62181, -0.51439)  0.105
H (3.05924, -2.32133, 3.69849)  0.042
C (-3.16847, 0.10144, -6.00952)  -0.483
N (-1.00702, -5.74758, -3.03259)  0.146
H (5.71639, -0.66244, 3.53219)  0.070
H (0.92132, 4.42588, 9.23061)  0.063
O (-6.07982, -0.15537, 0.69838)  0.029
H (3.45504, 0.69679, 6.06761)  0.092
H (1.52688, 3.45108, -7.91408)  0.090
H (3.14413, 8.79147, 2.13502)  0.077
H (7.32480, -1.45776, 3.30333)  0.084
H (-2.56389, -3.31728, -4.53164)  0.077
H (-4.70885, -8.33905, -4.12267)  0.101
H (4.41197, 1.60876, 8.28273)  0.133
H (-2.18043, 1.66938, -4.72418)  0.086
O (1.16788, 4.72960, 8.36439)  -0.032
C (5.18209, 1.89248, 2.20337)  -0.168
H (-1.53749, -0.62047, -1.96001)  0.060
H (4.16821, -5.50690, 3.62881)  0.088
H (-4.10627, -0.12357, 3.70593)  0.078
C (0.98506, 5.37162, 0.78423)  -0.476
H (-4.26312, -3.41842, -0.66951)  0.088
C (-0.06527, 3.63280, 6.19201)  -0.058
H (-2.19230, -1.82793, 0.06729)  0.107
C (1.23256, 2.46315, -7.53250)  -0.021
H (4.71233, 4.29611, 8.95816)  0.063
H (-1.50061, -3.16025, 1.08613)  0.093
H (-3.92975, 1.53452, 3.08559)  0.070
C (-1.96966, -0.01028, 5.48598)  -0.018
C (-2.94668, 0.88482, -4.68359)  -0.035
H (-0.37468, 6.38947, -0.57158)  0.083
H (0.47189, 5.29304, 2.82320)  0.076

The LUMO energy comes out at 0.07 eV. The HOMO-LUMO gap is 8.37 eV. The spin multiplicity is 1. The value obtained for the HOMO energy is -8.30 eV. The calculation puts the total energy at -133471.1941 eV.